[1]
Molecular formula: C4H12N3
Method: DFT, the ωB97M-V functional and the def2-TZVPD basis

The molar mass comes out at 102.161 g mol⁻¹. The value obtained for the energy above the lowest of the compared OMol25 structures with the same formula, charge and spin is 5.502 eV. The spin multiplicity is 1. For the frontier orbital gap (alpha / beta), the calculation gives 9.49 / 9.49 eV. The calculation puts the electronic energy at -8802.2325 eV. The lowest unoccupied orbital energy (alpha / beta) comes out at -0.135 / -0.135 hartree. The calculation puts the HOMO energy (alpha / beta) at -13.2 / -13.2 eV. Its charge is +1.

Atoms and positions in Å:
C  3.28  -0.95  0.04
C  -2.63  -0.80  0.08
C  -1.45  -0.13  0.66
C  -0.77  0.69  -0.43
N  2.31  -0.15  -0.17
N  1.39  0.32  0.70
N  0.50  1.26  0.17
H  3.56  -1.30  0.97
H  3.69  -1.40  -0.92
H  -2.37  -1.29  -0.85
H  -3.13  -1.59  0.62
H  -3.37  -0.08  -0.25
H  -0.62  -0.80  0.90
H  -1.64  0.53  1.47
H  -0.60  0.10  -1.33
H  -1.51  1.50  -0.81
H  2.38  0.12  -1.13
H  0.81  1.92  -0.56
H  0.17  2.05  0.83

[2]
Molecular formula: C4H9NO2
Method: DFT, the ωB97M-V functional and the def2-TZVPD basis

The molar mass comes out at 103.121 g mol⁻¹. The value obtained for the energy above the lowest of the compared OMol25 structures with the same formula, charge and spin is 1.925 eV. The spin multiplicity is 1. As for the structure (SMILES): C[C@@H](N)CC(=O)O. For the frontier orbital gap, the calculation gives 9.85 eV. The calculation puts the electronic energy at -9878.1356 eV. The lowest unoccupied orbital energy comes out at 0.031 hartree. The calculation puts the HOMO energy at -9.0 eV. Its charge is 0.

Atoms and positions in Å:
C  -0.76  -0.09  1.31
C  -0.67  0.24  -0.20
C  0.83  0.43  -0.63
C  1.53  -0.83  -0.38
O  1.38  -1.82  -1.36
O  2.12  -1.07  0.64
N  -1.49  1.41  -0.34
H  -0.34  0.56  1.95
H  -1.76  -0.31  1.77
H  -0.16  -1.12  1.67
H  -1.26  -0.58  -0.85
H  1.20  1.24  0.12
H  0.77  0.62  -1.69
H  1.96  -2.60  -1.05
H  -1.31  2.30  0.16
H  -2.04  1.60  -1.12

[3]
Molecular formula: C2H2LiLuO2
Method: DFT, the ωB97M-V functional and the def2-TZVPD basis

The molar mass comes out at 239.944 g mol⁻¹. The value obtained for the energy above the lowest of the compared OMol25 structures with the same formula, charge and spin is 0.191 eV. The spin multiplicity is 1. For the frontier orbital gap, the calculation gives 6.19 eV. The calculation puts the electronic energy at -40009.2009 eV. The lowest unoccupied orbital energy comes out at -0.408 hartree. The calculation puts the HOMO energy at -17.3 eV. Its charge is +2.

Atoms and positions in Å:
O  -0.17  1.17  0.15
C  -0.46  0.52  1.33
C  -0.05  -0.78  1.38
O  0.48  -1.30  0.25
Li  1.83  1.06  0.47
Lu  -0.44  -0.31  -1.35
H  -0.69  1.11  2.21
H  -0.01  -1.36  2.31